[1]
Here is a molecular structure, C30H47BF3IrN8S3 from the OMol25 dataset. Energies are from wB97M-V/def2-TZVPD.

Calculated values
spin multiplicity = 6
<S²> = 8.78
charge = +3
HOMO energy (alpha / beta) = -15.871 / -17.479 eV
orbital gap (alpha / beta) = 0.2399 / 0.2065 Ha

Cartesian coordinates (Å):
Ir  -0.451  -2.472  2.579
C  3.879  0.510  3.853
C  3.023  0.788  2.654
C  3.180  1.907  1.881
C  2.441  2.074  0.693
N  1.436  1.258  0.403
N  1.221  0.206  1.198
B  0.164  -0.846  0.714
N  -1.270  -0.400  0.300
N  -1.536  0.875  0.009
C  -2.738  1.149  -0.478
C  -3.683  0.123  -0.721
C  -3.406  -1.184  -0.434
C  -4.374  -2.304  -0.668
C  -2.143  -1.400  0.149
S  -1.674  -2.977  0.731
C  -3.122  2.583  -0.783
C  -1.941  3.519  -0.592
C  -4.274  2.978  0.156
C  -3.589  2.661  -2.248
N  0.789  -1.662  -0.460
N  0.558  -0.991  -1.593
C  1.003  -1.487  -2.731
C  1.743  -2.689  -2.739
C  1.978  -3.389  -1.585
C  2.721  -4.689  -1.568
C  1.447  -2.827  -0.396
S  1.610  -3.689  1.107
C  0.672  -0.745  -4.009
C  1.994  -0.270  -4.638
C  -0.038  -1.717  -4.966
C  -0.240  0.449  -3.733
C  2.027  -0.108  2.226
S  1.938  -1.700  2.916
C  2.813  3.130  -0.338
C  3.983  3.993  0.135
C  3.231  2.370  -1.609
C  1.608  4.018  -0.643
H  4.651  1.268  3.951
H  3.279  0.514  4.765
H  4.366  -0.464  3.781
H  3.927  2.639  2.152
H  -4.651  0.388  -1.124
H  -5.296  -1.923  -1.101
H  -3.958  -3.045  -1.352
H  -4.615  -2.821  0.262
H  -1.554  3.495  0.427
H  -1.137  3.249  -1.274
H  -2.251  4.539  -0.817
H  -3.974  2.913  1.204
H  -4.555  4.011  -0.045
H  -5.165  2.366  0.009
H  -2.803  2.336  -2.933
H  -4.485  2.071  -2.441
H  -3.831  3.697  -2.484
H  2.112  -3.078  -3.680
H  3.083  -4.934  -2.564
H  3.575  -4.645  -0.890
H  2.074  -5.500  -1.230
H  2.657  -1.101  -4.882
H  1.777  0.257  -5.567
H  2.527  0.415  -3.977
H  0.590  -2.564  -5.245
H  -0.964  -2.100  -4.532
H  -0.291  -1.188  -5.884
H  0.211  1.161  -3.042
H  -0.442  0.961  -4.674
H  -1.195  0.127  -3.310
H  4.884  3.409  0.336
H  4.233  4.699  -0.657
H  3.733  4.582  1.020
H  4.119  1.758  -1.435
H  2.422  1.729  -1.959
H  3.468  3.088  -2.395
H  1.254  4.537  0.250
H  1.893  4.770  -1.378
H  0.797  3.425  -1.051
N  -2.064  -0.700  3.186
C  -2.314  -0.779  4.645
C  -0.981  -0.929  5.336
N  -0.367  -2.194  4.870
H  -1.667  0.211  2.965
H  -2.940  -0.764  2.675
H  -2.937  -1.656  4.834
H  -2.851  0.096  5.011
H  -1.096  -0.926  6.420
H  -0.313  -0.107  5.066
H  -0.876  -2.975  5.284
H  0.586  -2.281  5.216
F  -1.984  -4.421  3.933
C  -0.827  -4.449  3.235
F  0.147  -4.864  4.060
F  -0.955  -5.348  2.264

[2]
Here is a molecular structure, C30H47BGaO2P2 in a non-equilibrium geometry from the OMol25 dataset. Energies are from wB97M-V/def2-TZVPD.

Calculated values
charge = +1
HOMO energy (alpha / beta) = -9.117 / -8.969 eV
orbital gap (alpha / beta) = 0.2127 / 0.2054 Ha

Cartesian coordinates (Å):
Ga  0.245  0.075  -4.188
C  -0.680  -2.259  1.179
C  0.667  -2.371  0.745
C  0.590  -0.820  2.435
C  -0.731  -1.299  2.218
C  1.459  -1.512  1.546
C  -1.854  -2.983  0.640
H  -1.596  -3.521  -0.281
H  -2.686  -2.291  0.430
H  -2.226  -3.727  1.363
C  -1.924  -0.886  2.983
H  -2.740  -1.608  2.861
H  -2.278  0.088  2.618
H  -1.696  -0.781  4.055
C  0.982  0.164  3.463
H  0.467  -0.024  4.421
H  0.707  1.181  3.136
H  2.069  0.149  3.640
C  2.921  -1.316  1.456
H  3.433  -1.781  2.312
H  3.188  -0.247  1.464
H  3.324  -1.773  0.545
C  1.171  -3.297  -0.292
H  1.511  -4.255  0.135
H  2.027  -2.857  -0.816
H  0.384  -3.528  -1.019
C  -1.741  1.367  -6.237
C  -2.013  0.099  -5.867
C  -1.281  -1.031  -6.567
C  0.250  -0.967  -6.690
C  1.085  -0.277  -5.665
C  1.066  1.207  -5.544
C  0.684  2.009  -6.792
C  -0.789  1.886  -7.245
H  -1.648  -1.154  -7.603
H  0.542  -0.545  -7.652
H  -1.556  -1.964  -6.069
H  -0.787  1.293  -8.172
H  -2.402  2.121  -5.795
H  -2.979  -0.165  -5.371
H  -1.130  2.902  -7.520
H  0.864  3.060  -6.554
H  1.836  1.775  -4.968
H  1.369  1.757  -7.627
H  0.639  -1.970  -6.504
H  1.851  -1.024  -5.327
P  -1.875  1.060  -2.403
P  1.577  1.890  -2.042
C  -0.995  2.442  -3.424
C  0.346  3.095  -2.882
H  -1.807  3.182  -3.563
H  -0.808  2.067  -4.464
H  0.775  3.667  -3.728
H  0.021  3.898  -2.192
C  2.273  3.028  -0.803
H  3.258  2.622  -0.525
H  1.625  2.989  0.082
H  2.387  4.080  -1.128
C  3.158  1.711  -3.001
H  3.580  2.563  -3.555
H  3.146  0.839  -3.659
H  3.927  1.484  -2.254
C  -3.682  1.228  -2.673
H  -4.088  0.222  -2.877
H  -3.777  1.929  -3.526
H  -4.062  1.596  -1.710
C  -1.780  -0.742  -3.049
H  -1.523  -1.474  -2.262
H  -1.126  -1.045  -3.986
H  -2.783  -1.011  -3.453
O  -2.738  1.288  0.080
B  -1.535  1.391  -0.604
O  -0.561  2.019  0.096
C  -1.265  2.662  1.108
C  -0.858  3.527  2.093
C  -1.861  4.154  2.828
C  -3.226  3.885  2.599
C  -3.595  2.923  1.648
C  -2.608  2.312  0.967
H  0.213  3.714  2.262
H  -1.584  4.872  3.604
H  -4.001  4.382  3.156
H  -4.617  2.668  1.405

[3]
Here is a molecular structure, C30H47Cl2N4O6PbS2Si in a non-equilibrium geometry from the OMol25 dataset. Energies are from wB97M-V/def2-TZVPD.

Calculated values
charge = -1
HOMO energy = -4.690 eV
orbital gap = 0.2489 Ha

Cartesian coordinates (Å):
C  1.141  1.565  -5.294
C  2.397  2.388  -5.242
H  0.367  2.065  -5.888
H  0.740  1.389  -4.287
H  1.325  0.584  -5.758
C  2.686  3.363  -6.103
C  1.879  3.689  -7.315
H  3.574  3.984  -5.952
H  0.802  3.659  -7.119
H  2.086  3.000  -8.145
H  2.140  4.695  -7.656
Pb  -1.882  -1.009  1.312
Cl  -1.014  -0.591  -1.168
C  1.342  -1.216  1.785
O  0.380  -0.454  2.109
N  2.608  -0.925  2.068
C  2.971  0.263  2.829
C  3.692  -1.738  1.531
H  1.202  -2.159  1.220
H  2.119  0.629  3.406
H  3.332  1.053  2.156
H  3.793  -0.011  3.498
H  3.225  -2.613  1.062
H  4.365  -2.042  2.344
H  4.268  -1.172  0.782
H  -1.758  -1.522  7.489
H  -3.174  -3.774  7.109
C  -2.596  -1.082  6.931
C  -3.819  -3.180  6.444
N  -3.090  -2.019  5.936
H  -2.279  -0.150  6.460
C  -2.738  -1.911  4.643
O  -2.204  -0.927  4.112
H  -4.145  -3.791  5.594
H  -2.957  -2.836  4.058
H  -3.404  -0.896  7.645
H  -4.691  -2.839  7.020
H  -4.528  1.731  -1.139
H  -1.984  2.297  -0.917
C  -4.730  2.207  -0.170
C  -2.383  2.988  -0.159
N  -3.491  2.384  0.570
H  -5.380  1.557  0.418
C  -3.262  1.735  1.727
O  -2.128  1.413  2.129
H  -1.586  3.257  0.537
H  -4.185  1.448  2.274
H  -5.205  3.179  -0.341
H  -2.762  3.883  -0.659
O  2.878  2.808  -2.944
C  3.330  2.075  -4.077
C  5.401  3.580  -4.079
C  4.801  2.359  -4.382
H  4.815  4.346  -3.566
C  6.733  3.804  -4.444
H  3.221  0.997  -3.883
C  5.535  1.358  -5.028
H  7.195  4.756  -4.189
C  7.447  2.823  -5.134
C  6.844  1.599  -5.431
H  5.027  0.414  -5.222
H  8.476  3.010  -5.436
H  7.391  0.832  -5.976
Si  2.874  2.485  -1.315
Cl  -4.565  -0.884  0.943
C  2.970  4.140  -0.458
C  4.382  1.447  -0.914
C  1.275  1.632  -0.914
H  3.752  4.763  -0.906
H  3.197  4.015  0.607
H  2.018  4.677  -0.545
H  0.415  2.235  -1.229
H  1.151  1.418  0.155
H  1.188  0.675  -1.438
H  5.283  1.909  -1.340
H  4.301  0.434  -1.326
H  4.530  1.365  0.170
O  -3.787  -8.297  2.178
S  -4.095  -7.170  1.328
O  -4.539  -7.417  -0.026
N  -2.885  -6.064  1.363
C  -3.169  -4.910  1.954
S  -1.844  -3.956  2.352
C  -4.594  -4.806  2.326
C  -5.302  -3.765  2.924
C  -6.597  -4.004  3.391
C  -7.217  -5.250  3.201
C  -6.521  -6.284  2.549
C  -5.225  -6.038  2.143
H  -4.827  -2.781  2.940
H  -7.135  -3.198  3.901
H  -8.236  -5.417  3.546
H  -6.949  -7.262  2.343

[4]
Here is a molecular structure, C30H47Cl3CoN3O6Si in a non-equilibrium geometry from the OMol25 dataset. Energies are from wB97M-V/def2-TZVPD.

Calculated values
spin multiplicity = 5
<S²> = 6.01
HOMO energy (alpha / beta) = -8.326 / -8.310 eV
orbital gap (alpha / beta) = 0.3133 / 0.2464 Ha

Cartesian coordinates (Å):
C  2.840  -2.454  -1.813
C  2.785  -1.644  -3.090
H  2.255  -3.382  -1.913
H  2.402  -1.884  -0.984
H  3.867  -2.728  -1.497
C  2.911  -2.177  -4.315
C  3.040  -3.631  -4.623
H  2.902  -1.498  -5.179
H  2.316  -4.219  -4.033
H  4.042  -4.029  -4.364
H  2.772  -3.777  -5.687
Co  2.096  1.452  -0.561
Cl  3.422  3.067  -0.861
C  -0.035  3.408  -0.319
O  0.219  2.271  -0.821
N  -1.146  3.702  0.352
C  -2.192  2.709  0.606
C  -1.340  5.070  0.795
H  0.693  4.233  -0.376
H  -1.832  1.888  1.249
H  -2.602  2.283  -0.323
H  -3.013  3.229  1.111
H  -0.420  5.417  1.273
H  -2.182  5.098  1.481
H  -1.545  5.733  -0.050
H  -3.384  1.481  5.295
H  -0.890  1.278  6.434
C  -3.212  0.439  4.992
C  -0.987  0.244  6.070
N  -1.789  0.183  4.858
H  -3.700  0.249  4.034
C  -1.251  -0.096  3.654
O  -1.891  -0.189  2.599
H  0.020  -0.140  5.866
H  -0.153  -0.248  3.704
H  -3.622  -0.221  5.766
H  -1.464  -0.363  6.854
H  -0.226  -3.120  2.163
H  -1.115  -4.772  0.067
C  -1.054  -3.743  2.539
C  -2.097  -4.800  0.551
N  -2.139  -3.770  1.571
H  -1.420  -3.320  3.486
C  -3.217  -2.954  1.693
O  -4.175  -2.962  0.919
H  -2.900  -4.628  -0.168
H  -3.160  -2.255  2.555
H  -0.695  -4.766  2.708
H  -2.213  -5.795  1.000
O  2.409  0.147  -1.620
C  2.667  -0.108  -2.960
C  1.000  0.026  -4.933
C  1.808  0.673  -4.004
H  0.802  -1.035  -4.811
C  0.406  0.663  -6.020
H  3.690  0.250  -3.129
C  1.910  2.069  -4.110
H  -0.212  0.068  -6.692
C  0.594  2.030  -6.173
C  1.336  2.736  -5.210
H  2.571  2.625  -3.422
H  0.233  2.515  -7.085
H  1.536  3.808  -5.366
Si  -2.101  -0.912  -2.791
Cl  -0.486  -2.084  -3.284
C  -3.317  -1.191  -4.173
C  -1.576  0.874  -2.984
C  -1.750  -1.066  -0.906
H  -3.744  -0.249  -4.553
H  -4.132  -1.861  -3.905
H  -2.715  -1.651  -4.964
H  -2.008  -2.077  -0.577
H  -2.264  -0.320  -0.285
H  -0.689  -0.946  -0.747
H  -1.118  1.036  -3.958
H  -0.776  1.087  -2.282
H  -2.379  1.590  -2.783
Cl  1.946  2.231  7.557
C  2.300  1.862  5.922
C  3.262  0.891  5.596
C  3.298  0.401  4.286
C  2.425  0.922  3.319
C  1.636  2.037  3.631
C  1.560  2.524  4.929
C  2.261  0.304  1.955
O  2.724  -0.796  1.669
O  1.517  1.053  1.159
H  3.907  0.522  6.392
H  4.000  -0.383  4.025
H  1.040  2.496  2.847
H  0.913  3.367  5.170

[5]
Here is a molecular structure, C30H47Cl3CuN3O6Si in a non-equilibrium geometry from the OMol25 dataset. Energies are from wB97M-V/def2-TZVPD.

Calculated values
spin multiplicity = 2
<S²> = 0.75
charge = -1
HOMO energy (alpha / beta) = -4.971 / -5.121 eV
orbital gap (alpha / beta) = 0.2662 / 0.2717 Ha

Cartesian coordinates (Å):
C  3.418  -0.019  -4.142
C  3.219  -1.439  -4.582
H  4.491  0.209  -4.083
H  2.959  0.139  -3.157
H  2.966  0.702  -4.844
C  4.128  -2.140  -5.283
C  5.460  -1.626  -5.723
H  3.887  -3.149  -5.617
H  5.987  -1.089  -4.922
H  5.400  -0.960  -6.597
H  6.076  -2.485  -6.021
Cu  -0.379  1.694  1.780
Cl  0.753  1.753  -0.086
C  -2.093  -0.182  0.692
O  -1.239  -0.062  1.617
N  -2.746  -1.329  0.539
C  -2.427  -2.455  1.409
C  -3.691  -1.535  -0.554
H  -2.329  0.619  -0.025
H  -2.265  -2.108  2.437
H  -1.526  -2.986  1.062
H  -3.274  -3.144  1.370
H  -4.055  -0.550  -0.874
H  -4.516  -2.155  -0.184
H  -3.210  -2.044  -1.405
H  -3.375  0.869  6.190
H  -3.972  3.286  6.019
C  -2.318  1.153  6.112
C  -2.923  3.553  5.837
N  -2.198  2.384  5.347
H  -1.743  0.371  5.608
C  -1.407  2.431  4.283
O  -0.913  1.406  3.744
H  -2.873  4.342  5.078
H  -1.172  3.442  3.911
H  -1.935  1.304  7.132
H  -2.483  3.923  6.775
H  3.442  2.974  1.802
H  3.173  0.528  0.960
C  3.650  2.552  2.793
C  3.505  0.251  1.966
N  3.054  1.236  2.916
H  3.238  3.211  3.563
C  2.080  0.942  3.821
O  1.484  -0.133  3.885
H  3.098  -0.726  2.237
H  1.891  1.792  4.512
H  4.738  2.472  2.921
H  4.598  0.224  1.974
O  1.980  -2.157  -2.693
C  1.916  -2.073  -4.115
C  2.251  -4.575  -4.361
C  1.597  -3.410  -4.767
H  2.946  -4.532  -3.511
C  2.042  -5.763  -5.077
H  1.119  -1.367  -4.394
C  0.689  -3.431  -5.836
H  2.564  -6.670  -4.758
C  1.192  -5.769  -6.188
C  0.509  -4.606  -6.568
H  0.170  -2.502  -6.086
H  1.057  -6.690  -6.759
H  -0.158  -4.607  -7.435
Si  1.070  -2.694  -1.394
Cl  0.596  3.653  2.333
C  2.051  -4.063  -0.573
C  -0.598  -3.284  -2.004
C  0.963  -1.219  -0.296
H  2.205  -4.925  -1.232
H  1.522  -4.409  0.327
H  3.038  -3.692  -0.268
H  1.900  -0.660  -0.316
H  0.719  -1.434  0.749
H  0.216  -0.517  -0.679
H  -0.511  -4.065  -2.774
H  -1.170  -2.452  -2.439
H  -1.182  -3.704  -1.172
Cl  -6.065  7.816  3.706
C  -5.118  6.617  2.935
C  -4.060  6.995  2.090
C  -3.250  6.012  1.516
C  -3.501  4.654  1.751
C  -4.561  4.284  2.588
C  -5.384  5.255  3.169
C  -2.585  3.593  1.136
O  -1.992  3.926  0.097
O  -2.534  2.491  1.790
H  -3.880  8.046  1.880
H  -2.421  6.280  0.864
H  -4.747  3.224  2.771
H  -6.225  4.974  3.795